No. 1
ORCA calculation (ωB97M-V with the def2-TZVPD basis set) on the molecule C5H11NO.

Total charge = 0
Kohn-Sham gap = 10.88 eV
Relative energy (zero: lowest compared OMol25 entry of this formula, charge and spin) = 69.6 kJ/mol
HOMO = -0.3625 Ha
LUMO level = 1.01 eV

XYZ file:
```
18
Properties=species:S:1:pos:R:3:forces:R:3
H -2.317322 0.520100 -1.078615 0.1 0.0 0.0
N -1.496467 0.484877 -0.480590 0.1 -0.2 -0.1
C -0.828902 -0.567525 -0.729909 -0.2 0.1 0.0
C -1.164441 -1.630559 -1.749625 0.0 0.0 0.0
O 0.307023 -0.871575 -0.080183 -0.1 0.0 -0.1
C 0.865725 0.044361 0.892908 0.2 0.1 0.2
C 1.293129 1.370017 0.267358 0.0 0.0 0.0
C -0.024286 0.236516 2.115020 0.0 0.0 0.0
H -0.303269 -1.832458 -2.393050 -0.1 0.1 0.1
H -2.002913 -1.305461 -2.370611 0.1 -0.1 0.1
H -1.436807 -2.569406 -1.256986 0.1 0.2 0.0
H 1.764009 -0.501904 1.199619 -0.1 0.1 -0.1
H 2.075166 1.827647 0.884063 -0.1 -0.1 -0.1
H 1.703609 1.207277 -0.733996 0.0 0.0 0.1
H 0.451909 2.062202 0.191983 0.1 -0.1 0.0
H 0.567674 0.701443 2.912038 -0.1 -0.1 -0.1
H -0.397057 -0.724732 2.482672 0.1 0.1 0.0
H -0.874043 0.880093 1.880714 0.1 -0.1 0.1
```
Forces are in eV/Å.

Taken from the Mulliken analysis, the atomic charges in e are: 0.215 -0.608 0.718 -1.101 -0.400 0.525 -1.394 -1.390 0.272 0.391 0.259 0.346 0.434 0.336 0.312 0.427 0.330 0.325

No. 2
ORCA calculation (ωB97M-V with the def2-TZVPD basis set) on a structure of composition C10H15F2N2O12Tl.

Total charge = +2
Kohn-Sham gap = 2.54 eV
Relative energy (zero: lowest compared OMol25 entry of this formula, charge and spin) = 47.3 kJ/mol
HOMO = -0.6126 Ha
LUMO level = -14.13 eV

XYZ file:
```
42
Properties=species:S:1:pos:R:3:forces:R:3
Tl 1.949079 3.126374 -4.102472 0.3 -0.1 -0.3
C 0.285769 -0.534187 -0.988097 0.1 -0.1 -0.6
C 0.663151 0.560823 -1.921280 -0.3 -1.1 1.9
O -0.187105 1.194368 -2.582075 0.2 0.5 -0.5
O 1.837594 0.972456 -2.039698 -0.4 0.4 -0.5
H 0.811706 -1.435789 -1.312950 0.1 -0.1 0.2
H -0.784581 -0.778629 -1.055069 -0.1 0.1 -0.1
H 0.490893 -0.292424 0.055098 0.2 0.2 0.0
C -0.799106 -1.567451 4.481089 1.2 -0.3 -0.3
C -0.307966 -1.993883 3.124701 -0.2 -0.4 -0.3
O -1.010482 -1.082650 2.256783 0.2 -0.2 0.0
C -2.139819 -0.740823 2.905134 -0.7 -0.7 0.9
O -3.080758 -0.168054 2.424124 0.5 0.2 -0.6
O -2.137842 -1.205667 4.166543 0.0 0.8 -0.2
F -0.741586 -3.251643 2.840010 0.0 0.1 -0.2
H -0.167562 -0.730521 4.797166 -0.5 0.2 0.2
H -0.727708 -2.379354 5.199384 -0.4 0.0 0.1
H 0.758628 -1.960849 2.915913 0.0 0.3 0.1
C -3.185667 0.856994 -0.893170 -0.1 0.1 1.2
C -2.690081 2.248788 -0.463425 0.8 -0.2 -0.7
O -3.569914 2.642506 0.520929 0.1 -0.2 -0.1
C -4.657712 1.821785 0.505312 -0.4 1.0 1.1
O -5.628925 1.958727 1.172276 0.3 -0.2 -0.3
O -4.466964 0.822323 -0.361900 -0.3 -0.9 -1.4
F -2.760940 3.083244 -1.540901 -0.1 0.1 0.0
H -2.611591 0.084280 -0.333209 0.3 -0.1 0.2
H -3.110557 0.564462 -1.944557 -0.3 0.1 -0.2
H -1.652146 2.232052 -0.136674 -0.1 0.3 0.4
C 2.850180 -1.819806 -4.375490 -0.2 -0.1 0.2
N 3.407609 -0.766800 -5.265032 0.7 -0.9 -0.2
O 3.909473 -1.165399 -6.283262 -0.2 0.5 0.1
O 3.350340 0.402564 -4.914313 -0.4 0.6 0.2
H 3.341544 -2.748051 -4.646245 -0.2 0.0 -0.1
H 1.779781 -1.819974 -4.580594 0.1 -0.3 0.0
H 3.030982 -1.601572 -3.326315 0.1 0.4 -0.1
C 3.097214 0.812633 1.854580 -0.6 -0.7 -0.9
N 1.901587 0.773426 2.746986 0.5 0.8 0.4
O 2.104587 0.419469 3.881718 -0.1 -0.3 0.1
O 0.811018 1.126184 2.333047 0.0 -0.1 -0.5
H 3.870099 1.439321 2.281341 0.0 -0.1 0.2
H 2.795961 1.137634 0.859475 -0.1 0.4 0.2
H 3.371817 -0.236884 1.745118 0.5 0.1 0.3
```
Forces are in eV/Å.

Taken from the Mulliken analysis, the atomic charges in e are: 0.929 -0.628 1.070 -0.391 -0.429 0.432 0.229 -0.027 -0.400 0.278 -0.197 0.562 -0.414 -0.315 -0.280 0.287 0.363 0.295 -0.043 0.553 -0.291 0.586 -0.337 -0.230 -0.290 -0.001 0.392 0.166 -0.641 0.814 -0.431 -0.515 0.353 0.272 0.183 -0.700 0.877 -0.471 -0.442 0.331 0.179 0.319